Density functional theory data (ωB97M-V/def2-TZVPD) for a cluster of 2 separate species, C22H26NO2 in total in a non-equilibrium geometry.

* HOMO energy: -0.4141 Eh
* Kohn-Sham gap: 0.2336 hartree
* E_LUMO: -0.181 hartree
* F_max: 1.79 eV/A
* total charge: +1

```
51
Properties=species:S:1:pos:R:3:forces:R:3
C 5.9198 -1.1806 1.5328 0.1 -0.1 -0.1
C 4.7520 -0.1966 1.7325 0.1 0.4 0.3
C 3.6478 -0.7768 0.9063 -0.4 -0.6 -0.6
C 4.1382 -1.9770 0.3180 0.4 0.4 0.2
O 5.4372 -2.2499 0.6147 -1.5 0.9 0.0
C 3.2838 -2.7778 -0.4610 0.4 -0.3 0.2
C 1.9585 -2.4189 -0.5571 -0.2 0.4 -0.4
C 1.4759 -1.1094 -0.1956 -0.1 -0.2 0.3
C 0.1730 -0.6452 -0.5560 0.7 -0.9 -0.1
C -0.7415 -1.3321 -1.4119 -0.4 -0.2 -0.9
C -2.1771 -1.1931 -1.3091 0.0 -0.2 0.1
C -3.0226 -1.9450 -2.1067 0.9 -0.4 -0.4
C -2.4956 -2.8983 -3.0239 -0.2 0.5 -0.1
O -3.4359 -3.5349 -3.7743 0.4 1.0 1.3
C -4.7698 -2.9983 -3.3614 0.2 -0.3 -0.2
C -4.5154 -1.9509 -2.2628 -0.3 0.3 0.3
C -1.1003 -3.0395 -3.1641 -0.6 -0.4 -0.5
C -0.2730 -2.1888 -2.4668 0.1 -0.4 1.0
C 2.3776 -0.3189 0.6109 0.4 0.1 0.1
H 6.7866 -0.6836 1.0626 -0.4 -0.5 0.2
H 6.2089 -1.6659 2.4823 0.0 0.1 -0.7
H 4.4797 -0.1554 2.7980 0.0 0.2 -0.4
H 5.0137 0.8090 1.3733 -0.1 -0.2 0.3
H 3.6579 -3.6826 -0.9364 -0.2 0.0 0.4
H 1.2424 -3.1495 -0.9369 0.4 0.3 0.0
H -0.1307 0.3115 -0.1517 0.0 0.1 0.2
H -2.6418 -0.5700 -0.5365 0.4 0.0 -0.3
H -5.2334 -2.5519 -4.2584 0.3 -0.4 0.4
H -5.3714 -3.8407 -2.9776 0.4 0.3 -0.4
H -5.0213 -2.2377 -1.3269 0.1 0.3 -0.3
H -4.8620 -0.9609 -2.5948 0.0 -0.3 0.3
H -0.7011 -3.8065 -3.8290 -0.1 0.5 0.0
H 0.7998 -2.2255 -2.6577 -0.4 0.1 -0.1
H 2.0814 0.6544 1.0205 -0.1 -0.4 -0.4
C -1.3616 4.6816 2.3473 -0.2 -0.1 0.0
C -1.9964 4.1634 1.0584 0.4 -0.1 0.0
C -1.8538 2.6597 0.8185 -0.8 -0.8 0.3
N -0.5698 1.9820 1.1267 0.0 0.6 0.3
C 0.1527 2.5964 2.2755 -0.2 -0.8 0.7
C 0.0317 4.0990 2.5468 0.0 -0.1 -0.4
H -1.2549 5.7661 2.2459 -0.2 -0.1 0.3
H -2.0047 4.4874 3.2168 0.1 -0.1 -0.2
H -3.0756 4.3686 1.0721 0.3 0.1 -0.3
H -1.5278 4.7025 0.2255 -0.2 -0.1 0.0
H -2.6182 2.1339 1.4235 -0.1 0.4 -0.3
H -2.0890 2.4831 -0.2397 0.0 -0.1 0.2
H -0.8407 1.0468 1.4750 0.3 0.8 -0.3
H -0.2133 2.0604 3.1743 0.4 0.3 -0.1
H 1.2235 2.3725 2.1645 -0.2 -0.1 0.1
H 0.7144 4.6424 1.8832 0.1 -0.1 0.2
H 0.3425 4.2413 3.5903 0.2 0.1 -0.4
```
Positions in Å, forces in eV/Å.

***

Density functional theory data (ωB97M-V/def2-TZVPD) for a structure of composition C8H9Cl3N4O2S2SbSe4SiTi.

* HOMO energy (alpha / beta): -0.0697 / -0.0697 Eh
* Kohn-Sham gap (alpha / beta): 0.2071 / 0.2071 hartree
* <S²>: 0.76
* E_LUMO (alpha / beta): 0.137 / 0.137 hartree
* multiplicity: 2
* F_max: 0.85 eV/A
* total charge: -2

```
35
Properties=species:S:1:pos:R:3:forces:R:3
Ti 0.6996 -0.1875 0.1243 -0.4 0.4 -0.2
Se -0.3211 -5.1973 0.0953 -0.1 -0.1 0.1
Sb 0.9288 -3.4219 -1.0040 -0.3 -0.4 -0.2
Se -0.5768 -1.5173 -1.6092 -0.3 -0.1 -0.2
Se 2.1805 -2.0795 0.7069 0.7 -0.3 0.4
Se 2.2591 -4.1618 -2.8648 0.2 0.0 -0.2
N -0.4658 -2.8053 2.5378 -0.2 0.2 0.2
C -1.3849 -1.9264 2.0956 0.3 0.0 -0.1
N -1.1142 -0.7954 1.4840 -0.1 0.1 0.0
C -2.2755 -0.0953 1.2227 0.0 0.1 -0.1
C -3.4264 -0.6913 1.5957 0.0 0.0 0.0
S -3.0730 -2.1997 2.3495 -0.2 0.0 0.1
C -2.1401 1.1809 0.5275 0.0 -0.1 0.0
C -3.0648 2.1591 0.4621 0.0 0.0 0.0
S -2.4346 3.4811 -0.4478 -0.2 0.2 0.0
C -0.9487 2.6184 -0.6669 0.5 0.0 -0.1
N -0.9351 1.4299 -0.1104 -0.1 0.0 0.3
N 0.0744 3.1785 -1.3342 -0.1 -0.1 0.0
H 0.4660 -2.5906 2.1779 0.1 -0.1 0.0
H -0.7076 -3.7716 2.3566 0.1 -0.2 -0.1
H -4.4342 -0.3546 1.4275 0.0 0.0 0.0
H -4.0270 2.1985 0.9410 0.0 0.0 0.0
H -0.1259 4.0275 -1.8321 0.0 0.0 0.0
H 0.8018 2.5860 -1.7625 -0.1 0.0 0.0
C 3.0299 -0.2822 -3.1173 0.0 0.1 -0.1
C 2.1670 0.7672 -2.4780 -0.1 -0.3 -0.1
O 1.8017 1.7829 -3.0670 0.2 0.0 0.1
O 1.8004 0.4948 -1.2677 -0.1 0.5 0.1
H 3.6202 0.1471 -3.9253 0.0 0.0 0.0
H 2.3707 -1.0582 -3.5158 0.0 0.0 0.0
H 3.6553 -0.7752 -2.3763 0.0 0.0 0.0
Cl 2.2457 2.3124 1.1191 0.0 0.2 0.2
Si 1.2168 1.1961 2.6908 0.2 0.3 -0.1
Cl 2.5314 1.7748 4.3134 -0.1 -0.2 0.0
Cl -0.3937 2.5760 3.1516 0.0 0.0 0.0
```
Positions in Å, forces in eV/Å.

***

Density functional theory data (ωB97M-V/def2-TZVPD) for a cluster of 2 separate species, C5H9ClO in total in a non-equilibrium geometry.

* HOMO energy: -0.3170 Eh
* Kohn-Sham gap: 0.3460 hartree
* E_LUMO: 0.029 hartree
* F_max: 4.40 eV/A
* total charge: 0

```
16
Properties=species:S:1:pos:R:3:forces:R:3
C 0.7339 -1.8732 0.2071 1.0 3.5 2.5
C 0.1041 0.9171 -1.2746 3.2 -0.3 2.0
C -1.5390 1.5121 0.3996 0.7 1.1 2.5
C 0.2584 -1.0293 1.1788 2.8 -2.2 -2.2
C -1.0109 0.6361 -0.4208 -2.0 0.5 0.9
O 1.9236 -1.7767 -0.4393 -1.0 -1.4 -0.5
Cl 1.2472 0.1865 1.8367 0.6 0.6 0.2
H 0.1707 -2.6706 -0.0955 -1.3 -1.9 -0.9
H 0.4966 -0.0302 -1.6426 0.4 0.4 -0.4
H 0.9170 1.5416 -0.6723 -1.5 -1.4 -1.4
H -0.2941 1.5254 -1.9965 -0.3 1.4 -2.4
H -2.2754 1.1357 1.1095 -0.4 0.5 -0.3
H -0.9815 2.4319 0.7461 -0.8 -0.8 -0.8
H 2.4397 -1.0276 -0.1975 0.4 1.1 0.7
H -0.5981 -1.2214 1.7157 -1.8 -0.4 0.8
H -1.5924 -0.2574 -0.4542 0.1 -0.8 -0.7
```
Positions in Å, forces in eV/Å.

***

Density functional theory data (ωB97M-V/def2-TZVPD) for a structure of composition C47H40Cl73N4O2S2 in a non-equilibrium geometry.

* HOMO energy: -0.3735 Eh
* Kohn-Sham gap: 0.1855 hartree
* E_LUMO: -0.188 hartree
* F_max: 7.70 eV/A
* total charge: +1

```
168
Properties=species:S:1:pos:R:3:forces:R:3
C -0.4916 6.2169 1.2190 1.0 -0.2 -0.5
C 0.5759 6.8307 0.0864 0.3 1.2 0.8
C -0.1735 7.3394 -1.2780 -0.5 0.9 0.0
C 1.1798 8.2142 0.8086 -0.7 -0.6 -1.3
C 1.8686 5.8528 -0.1409 -0.4 -0.4 0.2
C 1.7428 4.7812 -1.3702 1.3 -1.3 0.0
C 2.1364 5.4266 -2.8630 0.5 0.9 0.3
C 0.3125 3.9632 -1.4346 0.2 -0.6 0.2
C 2.9042 3.6014 -1.1270 1.8 -2.5 -0.1
C 2.7494 2.2638 -2.0829 4.0 -0.1 3.3
C 3.8239 1.0385 -1.9067 0.2 2.4 1.7
C 5.0890 1.0525 -0.8369 -2.6 3.5 0.1
O 6.0427 -0.0515 -0.6322 -2.7 1.9 -2.0
C 6.1628 -0.9152 -1.8165 1.3 -0.9 -1.3
C 5.1140 -2.1879 -1.8487 0.7 0.0 2.0
O 5.0266 -2.8763 -3.1460 -1.8 2.0 0.2
C 4.0577 -2.2441 -4.0544 0.3 0.5 -1.5
C 2.4861 -2.3945 -3.6132 -1.1 -0.1 0.1
C 1.5492 -1.0779 -3.9559 -2.6 3.6 -0.3
C 1.7982 -0.0815 -5.2772 -2.2 0.2 2.1
N 0.9626 1.0973 -5.6326 1.7 -4.2 3.0
N -0.0650 1.4185 -4.7983 -1.4 -1.5 3.0
C -0.5692 0.7529 -3.5395 3.1 -2.1 -1.0
Cl -2.0717 1.4446 -2.6478 3.2 -1.3 -2.1
C 0.2648 -0.5928 -2.9993 0.9 1.2 -2.7
C -0.1566 -1.3709 -1.6188 -0.2 0.4 -0.1
C 0.2714 -0.5125 -0.2750 0.3 0.2 -0.2
C -0.9916 -0.0050 0.6388 0.9 1.3 -0.2
S -1.7899 -1.3920 1.6706 1.7 1.0 1.3
C -0.9125 -1.5579 3.3354 -0.2 -0.2 1.9
S -1.8159 -2.2655 4.6354 2.2 1.5 -3.3
N 0.5234 -1.1470 3.5879 2.6 -0.7 0.4
C 1.2544 0.1680 3.3957 3.6 -3.0 1.7
C 2.7822 -0.1647 3.9034 -4.5 -1.4 -0.8
N 2.9090 -1.6264 4.3427 -6.8 2.7 -2.6
C 1.5144 -2.1830 4.1305 3.0 3.7 0.0
C 5.2120 2.4404 0.0883 -2.4 -0.2 -2.1
C 4.1409 3.7157 -0.0596 -0.6 -4.1 -2.5
H -0.0445 6.5134 2.2849 -1.2 -0.7 -2.3
H -1.5608 6.6818 1.0537 2.2 -1.0 0.5
H -0.5008 5.0265 1.1418 -0.3 2.6 0.2
H -0.8382 8.2875 -0.9873 1.4 -2.1 -0.6
H 0.5562 7.7265 -2.1242 -1.3 -0.9 1.9
H -0.9105 6.5718 -1.7636 1.5 1.3 1.0
H 0.2354 8.9264 0.9688 2.3 -1.4 -0.1
H 1.9169 8.6787 -0.0034 -1.5 -0.7 2.1
H 1.7145 7.9341 1.8155 -1.0 0.7 -2.0
H 2.8401 6.4981 -0.3210 -2.0 -1.3 0.4
H 2.0044 5.2430 0.8764 -0.2 1.3 -2.2
H 2.3094 6.5912 -2.7513 -0.4 -2.4 -0.2
H 1.2813 5.2774 -3.6522 1.7 0.2 1.5
H 3.1791 4.9970 -3.2546 -2.5 0.8 0.8
H -0.6064 4.5498 -1.0117 1.8 -0.9 -1.1
H 0.3711 2.9532 -0.8006 0.0 2.2 -1.3
H 0.1564 3.6551 -2.5594 0.0 0.6 2.2
H 1.8963 2.1518 -2.8827 1.9 0.3 1.8
H 3.6717 0.0871 -2.5722 0.4 2.1 1.4
H 7.2521 -1.3992 -1.7692 -2.5 1.3 0.3
H 6.1637 -0.2828 -2.8292 -0.4 -1.2 2.3
H 5.5567 -2.9866 -1.0808 -1.1 1.7 -1.8
H 4.0897 -1.8466 -1.3969 1.7 -0.6 -1.1
H 4.3461 -1.1057 -4.2678 -0.7 -2.3 0.7
H 4.1627 -2.7781 -5.1171 0.0 1.0 2.5
H 2.3653 -2.6672 -2.4589 0.3 0.8 -2.6
H 2.0120 -3.3040 -4.2232 0.9 2.0 1.3
H 2.7217 -0.3439 -5.9858 -2.5 1.0 1.5
H -0.6177 2.2899 -5.0713 1.1 -1.6 0.2
H 0.3651 -2.4175 -1.5758 -1.1 2.1 -0.4
H -1.3295 -1.5033 -1.5666 2.9 0.3 -0.6
H 0.8890 0.4130 -0.6477 -1.1 -1.6 0.9
H 0.9792 -1.1857 0.3793 -1.4 1.4 -1.2
H -0.5911 0.8881 1.3220 -1.0 -2.2 -1.3
H -1.8871 0.4624 0.0168 2.0 -1.2 1.3
H 0.7611 1.1676 3.0127 1.1 -2.6 1.0
H 3.6581 0.6461 3.9339 -2.2 -2.3 0.0
H 1.2746 -3.2933 4.4139 0.1 2.6 -0.8
H 6.0785 2.5535 0.8900 -2.0 -0.4 -2.0
H 4.2726 4.6537 0.6322 -0.3 -2.1 -1.6
C 4.6368 -3.4833 7.2771 0.2 0.3 0.2
Cl 4.3251 -1.7793 7.6939 0.4 -0.2 -0.5
Cl 5.3667 -4.3127 8.6749 -0.5 0.0 -0.5
Cl 3.1018 -4.2803 6.8488 1.1 0.9 0.1
Cl 5.7534 -3.5610 5.8908 -1.2 -0.4 0.5
C -4.8635 -0.6917 -0.9009 -0.4 0.1 0.1
Cl -4.5686 0.5480 0.3443 0.0 -0.2 -0.5
Cl -5.2859 0.1008 -2.4398 0.2 -0.3 0.6
Cl -3.3928 -1.6728 -1.1223 -0.9 -0.1 0.0
Cl -6.2068 -1.7430 -0.3859 0.7 0.1 -1.2
C -6.0841 2.7000 -5.7652 -0.4 0.1 -0.2
Cl -6.9888 4.1953 -5.4188 0.3 -0.5 -0.1
Cl -4.3508 2.9684 -5.4519 -0.2 -0.1 0.0
Cl -6.6808 1.3884 -4.7172 0.0 0.4 -0.5
Cl -6.3159 2.2477 -7.4730 -0.2 0.5 0.9
C 2.4705 -2.6134 11.2989 0.0 -0.1 0.0
Cl 2.5088 -3.3223 9.6647 -0.7 0.1 1.1
Cl 4.0454 -1.8612 11.6571 -0.3 -0.2 -0.1
Cl 1.1898 -1.3773 11.3803 0.3 -0.3 0.0
Cl 2.1379 -3.8928 12.4936 0.1 0.3 -0.3
C -7.3385 -0.6706 3.8081 -0.1 0.0 0.3
Cl -7.4963 -2.1847 4.7340 0.1 0.4 -0.3
Cl -6.7169 -1.0332 2.1782 -0.6 0.2 1.4
Cl -8.9331 0.1130 3.6748 0.4 -0.4 0.2
Cl -6.2077 0.4225 4.6455 -0.2 -0.2 -0.2
C -3.0498 -0.0570 -9.3396 -0.2 -0.2 -0.5
Cl -2.1355 0.4691 -7.9037 -0.1 -0.1 -0.1
Cl -2.8881 -1.8208 -9.5334 0.0 0.5 0.1
Cl -4.7693 0.3627 -9.1355 0.9 -0.3 -0.3
Cl -2.4064 0.7609 -10.7859 -0.2 -0.2 0.4
C -10.3848 3.2879 1.4547 0.0 0.2 -0.1
Cl -10.0899 4.5276 2.6999 -0.1 -0.4 -0.3
Cl -10.8072 4.0804 -0.0841 0.4 -0.1 0.4
Cl -8.9141 2.3068 1.2333 -0.3 0.4 -0.1
Cl -11.7281 2.2366 1.9697 0.6 0.0 0.2
C 9.7185 -1.8428 4.7866 0.1 -0.1 -0.1
Cl 10.3493 -1.1639 6.3083 -0.2 -0.2 -0.6
Cl 9.5012 -0.5339 3.5974 0.0 -0.3 0.2
Cl 10.8722 -3.0405 4.1472 -0.4 0.2 0.3
Cl 8.1511 -2.6328 5.0934 1.2 0.8 -0.4
C -5.7118 -3.3815 -6.7460 -0.1 -0.1 -0.2
Cl -5.4169 -2.1417 -5.5008 0.0 -0.2 -0.2
Cl -6.1343 -2.5890 -8.2849 0.0 -0.4 0.6
Cl -4.2411 -4.3626 -6.9674 -0.3 0.2 0.1
Cl -7.0551 -4.4328 -6.2310 0.4 0.3 -0.1
C 9.5315 -3.9277 9.4073 0.0 0.0 -0.1
Cl 10.6235 -5.3299 9.2810 -0.3 0.4 0.0
Cl 8.3751 -3.9514 8.0520 0.9 0.0 0.5
Cl 8.6414 -4.0050 10.9489 0.2 0.0 -0.3
Cl 10.4860 -2.4243 9.3474 -0.2 -0.4 0.3
C -9.5734 -1.5262 -10.5414 -0.3 -0.1 0.0
Cl -9.5351 -2.2351 -12.1756 0.0 0.2 0.4
Cl -7.9984 -0.7741 -10.1832 -0.3 -0.1 -0.1
Cl -10.8541 -0.2901 -10.4600 0.1 -0.7 0.4
Cl -9.9060 -2.8056 -9.3467 0.1 0.3 -0.3
C 0.3018 -7.6525 6.6338 -0.2 -0.1 0.0
Cl 0.7029 -8.5363 8.1280 -0.1 0.3 -0.4
Cl 1.3559 -6.2234 6.4880 -0.9 -1.2 -0.1
Cl 0.5496 -8.7190 5.2281 0.0 0.3 0.3
Cl -1.4010 -7.1312 6.6909 0.4 -0.1 0.0
C -14.7728 4.0640 -1.0589 -0.1 -0.1 0.1
Cl -16.3924 3.3520 -1.2705 0.4 0.2 0.0
Cl -13.8369 3.0787 0.0934 -0.8 0.4 -0.5
Cl -13.9309 4.1019 -2.6287 -0.2 0.0 0.3
Cl -14.9312 5.7234 -0.4296 0.1 -0.4 -0.2
C 9.8162 -0.5729 -4.3391 0.3 0.0 -0.1
Cl 10.4471 0.1059 -2.8174 -0.2 -0.2 -0.4
Cl 9.5989 0.7359 -5.5283 0.0 -0.3 0.3
Cl 10.9700 -1.7707 -4.9785 -0.3 0.3 0.2
Cl 8.2489 -1.3630 -4.0323 0.6 0.0 -0.5
C -9.6609 -4.6957 7.6984 -0.1 0.0 0.1
Cl -10.1523 -6.3304 7.1877 0.1 0.4 0.1
Cl -7.8978 -4.6576 7.9524 -0.4 0.0 -0.1
Cl -10.1044 -3.5203 6.4348 0.0 -0.3 0.3
Cl -10.4892 -4.2742 9.2186 0.2 -0.1 -0.4
C 13.0725 -2.3320 0.8016 0.1 0.1 0.1
Cl 13.4737 -4.0129 1.2351 -0.1 0.4 -0.1
Cl 14.3499 -1.6683 -0.2484 -0.3 -0.2 0.2
Cl 11.5151 -2.2972 -0.0634 0.3 0.0 0.2
Cl 12.9512 -1.3493 2.2829 0.2 -0.1 -0.6
C -9.5265 2.8577 -13.2203 0.0 0.0 -0.1
Cl -8.6461 4.2497 -12.5409 -0.2 -0.3 -0.1
Cl -9.1349 1.3930 -12.2844 0.2 0.9 -0.6
Cl -11.2795 3.1651 -13.1361 0.4 -0.1 0.0
Cl -9.0457 2.6229 -14.9198 -0.1 0.1 0.4
C 4.2960 -7.3188 12.1542 0.0 0.0 0.0
Cl 5.3880 -8.7209 12.0279 -0.3 0.4 0.0
Cl 3.1396 -7.3425 10.7989 0.3 0.0 0.3
Cl 3.4059 -7.3961 13.6958 0.2 0.0 -0.4
Cl 5.2505 -5.8153 12.0943 -0.2 -0.3 0.0
```
Positions in Å, forces in eV/Å.

***

- What is the total charge in the third record?
  0

***

- Look up the F_max of the second one.
  0.85 eV/A

***

- Among the records above, which one has the lowest total charge?
  C8H9Cl3N4O2S2SbSe4SiTi

***

- What is the F_max in the second record?
  0.85 eV/A